{
  "formula": "C8H18AgBr2F3N2O2",
  "method": "ωB97M-V/def2-TZVPD",
  "symbols": ["Ag", "F", "F", "F", "Br", "C", "C", "Br", "H", "H", "H", "H", "C", "O", "N", "C", "C", "H", "H", "H", "H", "H", "H", "H", "C", "O", "N", "C", "C", "H", "H", "H", "H", "H", "H", "H"],
  "coordinates": [[1.0574, -1.2445, 0.1975], [3.6732, 0.4917, -0.4201], [3.6278, -3.4892, -0.5076], [1.5804, -2.6824, 2.9507], [2.5554, 3.4031, 4.3691], [2.9648, 1.4774, 3.9941], [3.4977, 0.8335, 5.2479], [5.1159, 1.9244, 5.9388], [3.7466, 1.4931, 3.2348], [2.1073, 0.9398, 3.5894], [3.8170, -0.1741, 4.9816], [2.7582, 0.8381, 6.0487], [-0.4145, 2.9465, -0.4800], [-0.9092, 1.8396, -0.7945], [-1.0409, 3.9006, 0.1969], [-0.3631, 5.2135, 0.3913], [-2.3391, 3.6808, 0.8855], [0.6211, 3.2302, -0.7232], [-0.5100, 5.9426, -0.4055], [0.7129, 5.0851, 0.5086], [-0.7377, 5.6995, 1.2922], [-2.0520, 3.7901, 1.9313], [-2.9920, 4.4599, 0.4920], [-2.8109, 2.7340, 0.6227], [-1.9430, -4.0623, -2.0977], [-1.9224, -2.8883, -1.5483], [-2.0603, -4.2738, -3.4171], [-1.8983, -5.6377, -3.9719], [-2.1007, -3.2097, -4.4045], [-1.9982, -4.9833, -1.4970], [-1.2293, -5.8439, -4.8074], [-2.8423, -6.0751, -4.2967], [-1.6130, -6.4441, -3.2964], [-3.0854, -2.9318, -4.7804], [-1.3982, -2.4219, -4.1325], [-1.5750, -3.5616, -5.2921]],
  "lowdin_charge": [0.78, -0.90, -0.94, -0.90, 0.46, -0.61, -0.57, 0.42, 0.07, 0.08, 0.08, 0.05, -0.33, -0.03, -0.19, -0.05, -0.03, 0.14, 0.07, 0.09, 0.08, 0.09, 0.08, 0.08, -0.27, -0.06, -0.18, -0.07, -0.05, 0.13, 0.08, 0.07, 0.08, 0.09, 0.10, 0.07],
  "charge": -2,
  "e_above_lowest_kj_mol": 322.8,
  "gap_ev": 4.3,
  "homo_energy_ev": -0.41
}

{
  "formula": "C67H62N6O3S3Ta",
  "method": "ωB97M-V/def2-TZVPD",
  "symbols": ["Ta", "O", "N", "C", "C", "C", "C", "C", "S", "H", "H", "H", "H", "C", "C", "C", "C", "C", "C", "C", "S", "O", "C", "C", "C", "C", "C", "C", "C", "C", "C", "C", "C", "C", "C", "C", "C", "C", "C", "C", "C", "C", "S", "O", "C", "C", "C", "C", "C", "C", "C", "H", "H", "H", "H", "H", "H", "H", "H", "H", "H", "H", "H", "H", "H", "H", "H", "H", "H", "H", "H", "H", "H", "H", "H", "H", "H", "N", "C", "C", "N", "C", "C", "N", "H", "H", "H", "H", "H", "C", "C", "C", "C", "C", "C", "N", "C", "C", "C", "C", "C", "C", "H", "H", "H", "H", "H", "H", "H", "H", "H", "H", "C", "C", "C", "C", "C", "C", "C", "C", "C", "C", "C", "C", "N", "H", "H", "H", "H", "H", "H", "H", "H", "H", "H", "H", "H", "H", "H", "H", "H", "H"],
  "coordinates": [[-0.3812, -1.8557, -0.6196], [1.0176, -2.7269, 1.1785], [2.0074, -3.5686, 1.0205], [2.6505, -4.0006, 2.1190], [3.6796, -4.9014, 2.0387], [4.0498, -5.3990, 0.7877], [3.3951, -4.9462, -0.3292], [2.3663, -4.0039, -0.2189], [1.5538, -3.4418, -1.6152], [2.2835, -3.5860, 3.0462], [4.1783, -5.2185, 2.9382], [4.8342, -6.1305, 0.6994], [3.6297, -5.2994, -1.3200], [-0.3381, 2.1757, 8.2899], [-0.2447, 1.6884, 6.8789], [-1.3888, 1.4563, 6.1234], [-1.3069, 1.0334, 4.8068], [-0.0645, 0.8156, 4.2416], [1.0854, 1.0091, 4.9936], [0.9970, 1.4546, 6.2977], [0.3083, 0.3967, 2.5093], [-0.8181, -0.3776, 1.9139], [0.0075, 2.1183, 1.9915], [-1.2984, 2.5503, 1.7289], [-1.5257, 3.7788, 1.1768], [-0.4450, 4.6025, 0.7922], [-0.6349, 5.7905, 0.0553], [0.4351, 6.4893, -0.4330], [1.7445, 6.0568, -0.1637], [1.9656, 4.9564, 0.6180], [0.8795, 4.1901, 1.0964], [1.0761, 2.9497, 1.7622], [2.4143, 2.5414, 2.2223], [2.9416, 3.1261, 3.4085], [2.2505, 4.1312, 4.1179], [2.7737, 4.6569, 5.2668], [3.9940, 4.1865, 5.7769], [4.6891, 3.2177, 5.1074], [4.1932, 2.6721, 3.9054], [4.9081, 1.6849, 3.1918], [4.3879, 1.1485, 2.0504], [3.1324, 1.5703, 1.5795], [2.6306, 0.7043, 0.0718], [1.3193, 0.0351, 0.3625], [2.1659, 2.0326, -1.0456], [3.1406, 2.5515, -1.8780], [2.7741, 3.4373, -2.8745], [1.4422, 3.8015, -3.0459], [1.0058, 4.6814, -4.1731], [0.4808, 3.2758, -2.1884], [0.8369, 2.3787, -1.2025], [-1.2225, 2.7908, 8.4319], [0.5434, 2.7533, 8.5569], [-0.4037, 1.3337, 8.9785], [-2.3555, 1.6245, 6.5743], [-2.2048, 0.8736, 4.2291], [2.0510, 0.8176, 4.5467], [1.8949, 1.6307, 6.8714], [-2.1216, 1.9012, 1.9771], [-2.5336, 4.1110, 0.9739], [-1.6446, 6.1194, -0.1425], [0.2815, 7.3744, -1.0352], [2.5797, 6.5997, -0.5829], [2.9745, 4.6322, 0.8377], [1.3085, 4.4938, 3.7329], [2.2453, 5.4387, 5.7918], [4.3806, 4.6022, 6.6966], [5.6347, 2.8599, 5.4871], [5.8713, 1.3660, 3.5595], [4.9183, 0.3888, 1.4967], [4.1700, 2.2477, -1.7627], [3.5251, 3.8279, -3.5449], [1.8522, 5.0964, -4.7136], [0.3753, 5.4936, -3.8129], [0.4138, 4.0840, -4.8669], [-0.5580, 3.5444, -2.3166], [0.0819, 1.9341, -0.5735], [-6.7597, -1.6497, -1.3837], [-5.7098, -1.1747, -0.6864], [-4.4821, -1.8721, -0.6164], [-3.4550, -1.3815, 0.0455], [-3.6333, -0.2225, 0.6860], [-4.8253, 0.4743, 0.5912], [-5.8558, 0.0150, -0.0987], [-6.7824, -2.6026, -1.6960], [-7.6112, -1.1192, -1.3426], [-4.3480, -2.8237, -1.1100], [-2.7956, 0.1153, 1.2740], [-4.9723, 1.4306, 1.0761], [3.7545, -0.8324, -4.6661], [2.5377, -0.9132, -5.3207], [1.3487, -0.8550, -4.6194], [1.3364, -0.7116, -3.2248], [2.5767, -0.7637, -2.5828], [3.7641, -0.7884, -3.2845], [0.1753, -0.5110, -2.4596], [-0.7697, 0.3830, -2.9034], [-0.6805, 1.1181, -4.0983], [-1.7335, 1.8962, -4.5273], [-2.8836, 2.0372, -3.7706], [-2.9238, 1.4477, -2.5193], [-1.8804, 0.6575, -2.0886], [4.6776, -0.8453, -5.2224], [2.5120, -1.0171, -6.3955], [0.4242, -0.9378, -5.1638], [2.6067, -0.7968, -1.5088], [4.7004, -0.7726, -2.7465], [0.2241, 1.0917, -4.6835], [-1.6479, 2.3990, -5.4779], [-3.7130, 2.6214, -4.1318], [-3.7749, 1.6086, -1.8749], [-1.9169, 0.2459, -1.0834], [-0.5175, -5.8045, 0.6775], [-1.9911, -5.3868, 0.6521], [-2.2566, -4.1610, 1.5247], [-2.4515, -5.3021, -0.7903], [-3.1125, -6.4312, -1.2500], [-3.5592, -6.5450, -2.5511], [-3.3526, -5.4849, -3.4112], [-2.6886, -4.3318, -3.0210], [-2.5373, -3.2829, -4.1033], [-1.0814, -3.1388, -4.5392], [-3.1662, -1.9431, -3.7274], [-2.1853, -4.2201, -1.6863], [-1.4671, -3.1613, -1.2692], [-0.1323, -5.7782, 1.6939], [0.0665, -5.1396, 0.0463], [-0.4105, -6.8158, 0.2920], [-2.5713, -6.2043, 1.0982], [-1.5378, -3.3604, 1.3512], [-2.1835, -4.4556, 2.5701], [-3.2571, -3.7761, 1.3432], [-3.2877, -7.2490, -0.5649], [-4.0746, -7.4341, -2.8832], [-3.7165, -5.5569, -4.4270], [-3.0843, -3.6575, -4.9768], [-0.4750, -2.7547, -3.7233], [-1.0284, -2.4651, -5.3924], [-0.6876, -4.1066, -4.8424], [-2.7121, -1.5378, -2.8282], [-4.2345, -2.0669, -3.5604], [-3.0274, -1.2281, -4.5354]],
  "lowdin_charge": [1.76, -0.25, -0.21, -0.01, -0.04, -0.05, -0.07, -0.62, 0.80, 0.14, 0.11, 0.12, 0.11, -0.04, -0.26, -0.02, -0.05, -0.33, -0.09, -0.03, 1.05, -0.54, -0.26, -0.05, 0.01, -0.16, -0.02, -0.06, -0.05, 0.00, -0.13, -0.16, -0.15, -0.11, 0.00, -0.06, -0.06, -0.02, -0.16, -0.01, -0.07, -0.29, 1.07, -0.67, -0.35, -0.07, -0.02, -0.26, -0.03, -0.02, -0.07, 0.08, 0.08, 0.09, 0.12, 0.11, 0.10, 0.12, 0.09, 0.12, 0.12, 0.11, 0.11, 0.13, 0.12, 0.11, 0.11, 0.12, 0.12, 0.11, 0.12, 0.12, 0.08, 0.08, 0.08, 0.13, 0.10, 0.15, -0.36, -0.08, 0.05, -0.17, -0.12, 0.13, 0.10, 0.11, 0.10, 0.05, 0.11, -0.08, -0.07, -0.06, -0.34, -0.16, -0.08, -0.05, -0.33, -0.04, -0.09, -0.09, -0.08, -0.10, 0.10, 0.11, 0.09, 0.01, 0.11, 0.10, 0.11, 0.10, 0.10, 0.06, -0.04, -0.36, -0.06, -0.13, -0.04, -0.06, -0.04, -0.13, -0.36, -0.05, -0.05, -0.26, -0.16, 0.08, 0.03, 0.09, 0.13, 0.02, 0.09, 0.07, 0.12, 0.11, 0.11, 0.13, 0.03, 0.08, 0.09, 0.03, 0.08, 0.09],
  "charge": 1,
  "e_above_lowest_kj_mol": 420.3,
  "gap_ev": 6.1,
  "homo_energy_ev": -9.18
}

{
  "formula": "C16H34O2S",
  "method": "ωB97M-V/def2-TZVPD",
  "symbols": ["C", "C", "C", "C", "C", "C", "C", "C", "C", "C", "C", "C", "C", "C", "C", "C", "H", "H", "H", "H", "H", "H", "H", "H", "H", "H", "H", "H", "H", "H", "H", "H", "H", "H", "H", "H", "H", "H", "H", "H", "H", "H", "H", "H", "H", "H", "H", "H", "H", "H", "O", "O", "S"],
  "coordinates": [[-4.8842, 1.0789, 0.2140], [-5.4238, -0.3005, -0.3542], [-4.5306, -1.3691, -0.5756], [-3.3754, -1.3349, -1.4559], [-2.0833, -0.7852, -0.6097], [-1.2511, -1.8502, 0.1919], [-0.1618, -1.1772, 0.9492], [0.7498, -2.1456, 1.7773], [1.2893, -3.2029, 0.7279], [2.7348, -2.9812, 0.3366], [3.2543, -1.8281, -0.4402], [3.4222, -0.3592, 0.2012], [2.3727, 1.3196, -1.6305], [1.4673, 1.9214, -0.4447], [-0.5881, 3.0750, -0.1799], [-0.6486, 2.6782, 1.4077], [-4.2692, 1.7021, -0.5913], [-4.2212, 0.9912, 1.2435], [-5.7725, 1.7045, 0.4172], [-6.2206, 0.0108, -1.2198], [-6.2300, -0.8546, 0.3477], [-4.2163, -1.8424, 0.3456], [-5.2578, -2.0481, -1.1316], [-3.1110, -2.3500, -1.9187], [-3.4803, -0.6992, -2.3739], [-2.4878, -0.0412, 0.1649], [-1.4321, -0.1026, -1.2251], [-1.0318, -2.7913, -0.3849], [-2.0690, -2.1098, 0.9566], [0.5316, -0.5145, 0.3870], [-0.6318, -0.4353, 1.7362], [1.4677, -1.6704, 2.4362], [0.0611, -2.7132, 2.4468], [0.7994, -3.3044, -0.2863], [1.3004, -4.3019, 1.0004], [3.0127, -3.9026, -0.3184], [3.2710, -3.0982, 1.3135], [2.5462, -1.8776, -1.3737], [4.3056, -2.0799, -0.7962], [4.0204, -0.5894, 1.2862], [2.2988, -0.1965, 0.6162], [2.5687, 2.1851, -2.4538], [1.9435, 0.5069, -2.2683], [1.2828, 0.9658, 0.2885], [2.0018, 2.8578, 0.0891], [-0.0845, 4.0323, -0.4397], [-1.6231, 3.0680, -0.7142], [-1.3884, 3.3400, 1.9412], [-0.9231, 1.5848, 1.6165], [0.3020, 2.7091, 3.1613], [0.1371, 2.1497, -0.9128], [0.5485, 3.0147, 2.2045], [3.9494, 0.8822, -0.9576]],
  "lowdin_charge": [-0.14, -0.32, -0.37, -0.20, -0.18, -0.22, -0.25, -0.16, -0.22, -0.31, -0.30, -0.53, -0.50, -0.27, -0.18, -0.18, 0.09, 0.11, 0.04, 0.15, 0.14, 0.11, 0.14, 0.12, 0.12, 0.09, 0.10, 0.11, 0.13, 0.07, 0.13, 0.10, 0.11, 0.10, 0.12, 0.14, 0.12, 0.13, 0.11, 0.15, 0.06, 0.12, 0.08, 0.09, 0.16, 0.12, 0.14, 0.11, 0.10, 0.13, -0.22, -0.16, 0.83],
  "e_above_lowest_kj_mol": 268.8,
  "smiles": "CCCCCCCCCCCCSCCOCCO",
  "gap_ev": 9.0,
  "homo_energy_ev": -8.39
}